(1)
Molecular formula: C17H19N7O2S2
Method: DFT, ωB97M-V/def2-TZVPD

```
47
C17H19N7O2S2 ωB97M-V/def2-TZVPD
C 4.73 4.86 0.21
C 5.00 3.47 0.78
O 4.72 2.44 -0.15
C 3.43 2.08 -0.39
C 3.26 1.09 -1.36
C 2.01 0.61 -1.69
C 0.88 1.12 -1.04
N -0.40 0.63 -1.29
C -0.94 0.21 -2.44
N -0.29 0.41 -3.61
N -2.10 -0.40 -2.52
C -2.81 -0.76 -1.44
N -2.47 -0.48 -0.20
C -3.24 -0.96 0.80
C -2.77 -0.69 2.20
S -1.25 0.29 2.31
C -0.09 -0.88 1.76
N -0.37 -2.05 1.31
N 0.70 -2.73 0.92
C 1.81 -2.12 1.08
C 3.14 -2.66 0.71
S 1.63 -0.51 1.78
C -4.38 -1.67 0.59
C -4.82 -1.96 -0.75
O -5.82 -2.56 -1.08
N -3.94 -1.46 -1.71
C 1.05 2.10 -0.07
C 2.30 2.58 0.26
H 3.68 4.99 -0.04
H 5.02 5.62 0.94
H 5.32 5.01 -0.69
H 6.06 3.36 1.00
H 4.44 3.32 1.71
H 4.14 0.70 -1.85
H 1.91 -0.18 -2.41
H -1.04 0.45 -0.49
H 0.43 1.11 -3.65
H -0.82 0.22 -4.44
H -2.59 -1.63 2.72
H -3.52 -0.11 2.75
H 3.01 -3.63 0.24
H 3.76 -2.76 1.59
H 3.64 -1.98 0.02
H -4.98 -2.04 1.41
H -4.15 -1.65 -2.69
H 0.18 2.47 0.46
H 2.38 3.32 1.03
```

Results
E_HOMO, eV: -8.10
Lowest unoccupied orbital energy, eV: 0.408
Kohn-Sham gap, hartree: 0.3126
SMILES: CCOc1ccc(N/C(N)=N\c2nc(CSc3nnc(C)s3)cc(=O)[nH]2)cc1
Molecular weight, g mol⁻¹: 417.520
Energy above the lowest of the compared OMol25 structures with the same formula, charge and spin, kJ/mol: 0.0

=====

(2)
Molecular formula: C17H19NO5S
Method: DFT, ωB97M-V/def2-TZVPD

```
43
C17H19NO5S ωB97M-V/def2-TZVPD
C -5.26 -3.29 0.68
C -4.35 -2.19 0.21
C -2.99 -2.24 0.49
C -2.14 -1.24 0.04
C -2.67 -0.19 -0.69
S -1.57 1.08 -1.28
O -0.68 0.54 -2.27
O -2.35 2.24 -1.64
N -0.66 1.39 0.10
C -1.13 2.48 0.93
C -0.20 3.65 0.59
C 1.15 2.94 0.44
C 0.77 1.54 -0.09
C 1.51 0.41 0.60
O 1.00 -0.57 1.05
O 2.82 0.67 0.63
C 3.70 -0.35 1.16
C 4.60 -0.85 0.09
C 5.85 -0.45 -0.30
C 6.20 -1.27 -1.40
C 5.14 -2.10 -1.59
O 4.17 -1.85 -0.70
C -4.02 -0.12 -0.98
C -4.86 -1.13 -0.52
H -5.23 -4.12 -0.02
H -6.28 -2.94 0.76
H -4.94 -3.67 1.65
H -2.59 -3.06 1.06
H -1.09 -1.26 0.26
H -2.18 2.68 0.68
H -1.05 2.20 1.98
H -0.19 4.42 1.35
H -0.51 4.08 -0.36
H 1.82 3.46 -0.24
H 1.64 2.85 1.40
H 0.99 1.44 -1.16
H 3.08 -1.16 1.55
H 4.27 0.12 1.96
H 6.44 0.33 0.14
H 7.11 -1.24 -1.96
H 4.96 -2.88 -2.31
H -4.39 0.72 -1.54
H -5.91 -1.08 -0.74
```

Results
E_HOMO, eV: -8.90
Lowest unoccupied orbital energy, eV: 0.782
Kohn-Sham gap, hartree: 0.3559
SMILES: Cc1ccc(S(=O)(=O)N2CCC[C@H]2C(=O)OCc2ccco2)cc1
Molecular weight, g mol⁻¹: 349.408
Energy above the lowest of the compared OMol25 structures with the same formula, charge and spin, kJ/mol: 167.6

=====

(3)
Molecular formula: C17H19NO8S2
Method: DFT, ωB97M-V/def2-TZVPD

```
47
C17H19NO8S2 ωB97M-V/def2-TZVPD
O 6.01 -0.54 1.56
C 5.91 0.60 1.90
O 7.00 1.25 2.49
C 4.69 1.47 1.76
C 3.90 1.47 3.09
C 3.10 2.75 3.26
S 1.94 2.68 4.66
O 2.02 3.99 5.29
O 2.44 1.59 5.49
N 0.65 2.39 3.83
S -0.83 2.15 4.48
O -0.79 1.25 5.62
O -1.49 3.43 4.70
C -1.65 1.25 3.01
O -1.27 0.09 2.89
O -2.45 1.94 2.39
H 6.73 1.55 3.36
H 5.00 2.50 1.53
H 4.08 1.08 0.95
H 4.56 1.34 3.95
H 3.22 0.61 3.11
H 2.50 2.93 2.37
H 3.76 3.61 3.44
C -4.77 1.05 -1.40
C -4.59 0.12 -2.42
C -3.72 -0.95 -2.24
C -3.03 -1.08 -1.04
C -3.21 -0.16 -0.02
C -4.08 0.91 -0.21
H -5.44 1.88 -1.55
H -5.13 0.23 -3.36
H -3.57 -1.67 -3.04
H -2.35 -1.91 -0.90
H -2.67 -0.24 0.92
H -4.19 1.63 0.60
C -1.11 -4.76 -5.43
C -0.87 -4.44 -4.10
C -0.79 -3.11 -3.71
C -0.93 -2.10 -4.65
C -1.17 -2.42 -5.98
C -1.25 -3.75 -6.37
H -1.18 -5.80 -5.73
H -0.76 -5.23 -3.36
H -0.61 -2.86 -2.67
H -0.87 -1.07 -4.34
H -1.29 -1.63 -6.71
H -1.43 -4.00 -7.41
```

Results
E_HOMO, eV: -1.84
Lowest unoccupied orbital energy, eV: 3.674
Kohn-Sham gap, hartree: 0.2026
Molecular weight, g mol⁻¹: 429.472
Net charge: -2

=====

(4)
Molecular formula: C17H19O2Pd
Method: DFT, ωB97M-V/def2-TZVPD

```
39
C17H19O2Pd ωB97M-V/def2-TZVPD
Pd 0.45 -1.31 -0.80
C -2.14 -3.08 -0.33
C -1.77 -1.69 -0.75
C -1.29 -1.41 -2.06
C -1.06 -0.08 -2.45
C -1.36 0.98 -1.58
C -1.83 0.71 -0.30
C -2.05 -0.60 0.11
H -2.17 -3.76 -1.18
H -3.12 -3.08 0.14
H -1.43 -3.47 0.41
H -1.24 -2.21 -2.80
H -0.75 0.14 -3.47
H -1.26 2.00 -1.92
H -2.09 1.53 0.36
H -2.47 -0.79 1.09
C 6.86 -4.50 0.87
C 5.70 -3.58 0.71
C 4.61 -3.95 -0.08
C 3.55 -3.08 -0.29
C 2.38 -3.51 -1.15
C 3.57 -1.85 0.37
C 4.69 -1.42 1.10
C 4.77 -0.05 1.68
C 5.73 -2.31 1.28
C 2.31 -1.01 0.32
O 2.24 -0.16 -0.60
O 1.39 -1.24 1.15
H 6.64 -5.51 0.53
H 7.17 -4.54 1.92
H 7.72 -4.14 0.30
H 4.59 -4.93 -0.53
H 2.65 -4.42 -1.69
H 2.15 -2.73 -1.91
H 1.51 -3.75 -0.51
H 3.84 0.23 2.19
H 4.95 0.69 0.90
H 5.58 0.01 2.40
H 6.58 -2.02 1.87
```

Results
E_HOMO (alpha / beta), eV: -11.48 / -11.55
Lowest unoccupied orbital energy (alpha / beta), eV: -6.855 / -6.696
Kohn-Sham gap (alpha / beta), hartree: 0.1700 / 0.1785
Molecular weight, g mol⁻¹: 361.757
Net charge: +1